Computed, not measured: a molecular structure, C22H26N2O5S in a non-equilibrium geometry, with ωB97M-V with the def2-TZVPD basis set.

Each line ends with the Löwdin charge.
CARTESIAN COORDINATES (ANGSTROEM)
1 C -0.464 6.125 -2.394  -0.138
2 C 0.881 5.736 -2.717  -0.287
3 C 1.159 4.168 -3.040  -0.154
4 C 0.923 3.447 -1.834  -0.311
5 N 1.147 2.176 -2.184  -0.198
6 C 2.153 1.458 -1.267  -0.216
7 C 3.062 0.554 -1.735  -0.039
8 C 3.637 -0.487 -1.062  -0.081
9 C 3.599 -0.294 0.302  -0.072
10 C 2.778 0.714 0.969  -0.028
11 C 2.215 1.403 -0.014  -0.166
12 H 1.429 2.222 0.346  0.172
13 H 2.563 0.935 2.017  0.119
14 H 4.293 -0.976 1.067  0.153
15 H 4.252 -1.229 -1.461  0.095
16 H 3.120 0.336 -2.850  0.140
17 S 0.211 1.289 -2.945  0.532
18 O 1.018 0.506 -4.017  -0.338
19 O -0.814 1.874 -3.484  -0.163
20 C -0.187 0.066 -1.764  -0.212
21 C -1.275 0.521 -0.943  -0.074
22 C -1.362 -0.224 0.199  0.001
23 C -0.871 -1.581 0.338  -0.131
24 C 0.107 -1.934 -0.570  -0.238
25 C 0.173 -1.399 -1.890  0.130
26 H 0.933 -1.606 -2.397  0.028
27 C 0.309 -3.216 -0.155  -0.164
28 H 0.273 -4.225 -1.071  0.216
29 H 1.583 -3.223 -0.031  0.184
30 C -0.350 -3.641 1.131  -0.195
31 N -1.136 -2.577 1.295  0.004
32 C -2.017 -2.320 2.379  -0.417
33 O -2.509 -1.335 2.716  0.096
34 C -2.038 -3.412 3.421  -0.146
35 H -2.252 -4.332 2.830  0.112
36 H -0.834 -3.847 3.795  0.230
37 C -3.106 -3.399 4.461  -0.041
38 H -2.971 -4.238 5.133  0.125
39 C -2.389 -2.442 5.632  -0.510
40 O -1.925 -2.851 6.648  0.092
41 O -2.291 -1.081 5.527  0.019
42 H -2.305 -0.877 4.409  0.182
43 H -3.862 -2.803 4.108  0.092
44 H 0.253 -3.760 1.917  0.085
45 H -1.031 -4.524 0.758  0.176
46 H -2.373 0.036 1.095  0.202
47 H -1.708 1.535 -0.872  0.124
48 H -0.162 3.536 -1.385  0.176
49 H 1.574 3.713 -1.132  0.093
50 H 2.323 4.239 -3.551  0.199
51 H 0.486 3.926 -3.914  0.126
52 H 1.568 6.094 -2.048  0.076
53 H 1.109 6.197 -3.668  0.098
54 H -1.169 5.759 -3.092  0.071
55 H -0.657 7.221 -2.265  0.098
56 H -0.578 5.679 -1.395  0.073

## Properties
HOMO level in eV: -8.53
Total energy in eV: -47272.996
Energy relative to the best compared isomer or geometry (same formula, charge and spin) in kJ/mol: 1696.6
Lowest unoccupied orbital energy in eV: -0.377
Charge: 0
Largest force on an atom in eV Å⁻¹: 18.24